The following is a DFT calculation (wB97M-V/def2-TZVPD) of C20H43MoNO6PS3Si4 as an isolated structure.

Cartesian coordinates (Å):
1 H -1.8748 -3.2035 4.6030
2 C -0.5371 -3.5095 -0.7841
3 O -2.9034 4.4978 -0.2311
4 H -2.2301 -5.7140 0.9843
5 H -6.3353 -2.2698 0.0691
6 P -1.7301 3.4656 -0.5955
7 H -5.2092 -3.1980 1.0586
8 H 0.5814 -4.8546 1.8700
9 H -1.5408 1.1576 4.2693
10 H -0.5191 -2.0800 4.5901
11 H -2.6861 6.1867 0.9276
12 C 0.1498 -3.8890 2.1487
13 H 3.7694 -2.7524 4.9768
14 H 6.1471 -2.9292 1.3994
15 H -0.3128 5.1791 -2.0619
16 H -0.2324 -4.5340 -1.0155
17 Si -2.1333 -1.2813 1.3758
18 H 0.9499 -3.1504 2.1051
19 Mo -0.4752 0.4444 0.5154
20 C -4.4320 -1.5882 4.0195
21 O 2.1414 -0.5592 -0.0506
22 H -1.7732 -1.9345 5.8241
23 H 5.8079 -3.5183 3.7763
24 H -1.2648 -3.1881 -1.5323
25 H -4.9157 1.0750 0.9381
26 C -3.0944 5.1792 1.0255
27 H 1.8513 1.6273 -0.2778
28 H -4.7975 -1.7377 -2.2160
29 H -5.7015 0.6750 -0.6008
30 C 5.0645 -2.9282 3.2557
31 C 3.9348 -2.5098 3.9367
32 C -2.6253 -4.7026 1.1199
33 S -0.7035 -0.0308 -1.4837
34 H -0.6504 6.2431 -0.6966
35 H -4.6584 -2.5710 3.6027
36 C -5.5420 -2.1862 0.8183
37 Si -2.6554 -1.0383 3.6937
38 H -3.0612 -1.4281 -2.1942
39 C 2.9944 -1.7508 3.2584
40 H 4.4149 -1.5920 0.2094
41 H -2.8898 0.7585 5.3431
42 C -4.5731 5.1903 1.3261
43 C 5.2579 -2.5964 1.9171
44 H -3.1086 -4.6617 2.0986
45 C 1.4342 5.7132 -0.8984
46 H -0.1831 -3.9487 3.1845
47 H 0.3388 -2.8640 -0.8867
48 C -2.5475 0.7379 4.3034
49 C 4.3061 -1.8493 1.2543
50 C -0.0371 5.4021 -1.0249
51 H -5.1524 -0.8753 3.6137
52 Si -1.2395 -3.4290 0.9639
53 H -5.1246 5.6990 0.5357
54 S 1.1567 0.0532 3.5172
55 N 1.0094 -0.2503 1.8558
56 H 1.6981 5.9114 0.1402
57 H 1.0412 2.9475 0.0706
58 H 2.0499 4.8832 -1.2493
59 H -4.5875 -1.6349 5.1019
60 H -3.3927 -4.5471 0.3579
61 H -2.5325 4.6662 1.8079
62 H 1.6804 6.5927 -1.4940
63 H -4.9502 4.1702 1.4057
64 O -0.3406 4.2599 -0.1885
65 H -5.9777 -1.7585 1.7209
66 C -1.5909 -2.1614 4.7695
67 H -3.6946 -2.9477 -1.5589
68 Si -4.1459 -1.1425 0.0879
69 C -4.7564 0.6392 -0.0513
70 S -1.8324 2.1681 1.1610
71 C 3.1575 -1.4173 1.9214
72 H -3.1963 1.3949 3.7199
73 O 1.8602 -1.3739 3.9414
74 C 2.1114 -0.7030 1.1679
75 O 2.1805 1.0588 3.7106
76 H -4.7677 5.7072 2.2673
77 C -3.8827 -1.8733 -1.6317
78 O 1.2886 2.0605 0.3795
79 H -4.0352 1.2685 -0.5703

Output
Kohn-Sham gap (spin up / spin down), Eh: 0.2577 / 0.2757
2S+1: 2
Relative energy (zero: lowest compared OMol25 entry of this formula, charge and spin), kJ/mol: 66.3
Expectation value of S²: 0.77

***

The following is a DFT calculation (wB97M-V/def2-TZVPD) of C20H43N5OPY as an isolated structure at a distorted geometry.

Cartesian coordinates (Å):
1 H 3.9217 -1.0917 2.6793
2 H -0.3149 3.4683 -2.5265
3 H 3.0512 1.9830 4.5804
4 H 3.8673 0.4160 4.7638
5 H 1.9438 0.6708 -2.8514
6 H -2.8093 -1.7265 1.9529
7 H 4.3064 1.9060 -3.8747
8 C 2.5994 0.7326 -1.9825
9 N 0.7532 -0.9328 4.0581
10 C 3.6811 2.6377 -0.8664
11 H -0.7744 -2.3150 4.4235
12 H -0.5762 1.8685 5.9259
13 H 1.0857 2.4887 5.9596
14 C -2.0248 3.8046 -1.1973
15 C -2.6776 -0.1822 0.4690
16 N 0.4742 1.6799 4.0947
17 H -1.3072 -0.8644 3.5684
18 C 0.2283 2.9938 3.5355
19 C -3.1765 0.9665 1.0879
20 H 2.7270 -0.7983 1.4149
21 C 4.6253 2.8952 -2.0391
22 H -4.0654 3.7415 -1.9483
23 H 4.1891 0.2254 1.5502
24 H 0.9670 3.7325 3.8565
25 C -3.0943 -1.5481 0.9148
26 H -1.0437 1.3620 -2.0849
27 Y 0.3282 1.9749 0.4213
28 C -1.8102 0.0081 -0.6137
29 N 2.7050 0.6373 2.9760
30 H 4.6612 0.1621 -1.5285
31 H 1.6291 -1.8586 5.7456
32 N 2.3766 2.0667 -1.3156
33 H 4.2872 3.7369 -2.6422
34 C -2.8853 2.2495 0.6108
35 H 5.6937 1.4700 -3.1572
36 H 2.0302 2.7005 -2.0359
37 O 0.4331 0.4490 1.8425
38 H 1.5637 -2.8628 4.2874
39 H -3.8543 0.8614 1.9280
40 H -0.7700 3.3519 3.7936
41 H -0.5928 5.1563 -2.1131
42 H 0.7935 0.7459 5.9710
43 N 4.7103 1.6847 -2.9602
44 C 0.4416 1.6957 5.5776
45 H 3.5207 3.5955 -0.3704
46 H -2.6634 -2.3306 0.2948
47 C -0.6592 -1.2347 4.3618
48 H -4.1815 -1.6360 0.8699
49 H 2.7492 -1.5592 4.4155
50 H -0.9673 -0.8001 5.3131
51 C -3.0540 3.8542 -2.3363
52 C 1.7343 -1.8543 4.6604
53 P 1.1014 0.4129 3.2726
54 C 4.0553 0.4638 -2.3804
55 C 3.5650 1.1847 4.0512
56 H 5.6266 3.1253 -1.6794
57 C 3.4174 -0.3129 2.1050
58 H 0.1346 4.1400 -0.9099
59 C -0.6274 4.1402 -1.7216
60 H 4.1199 1.9612 -0.1339
61 H 4.0994 -0.3355 -3.1191
62 C -2.0912 2.4425 -0.5216
63 H 2.3210 -0.0773 -1.3049
64 H 0.2748 2.9957 2.4245
65 H -2.8769 3.0625 -3.0668
66 H 4.4623 1.6008 3.5961
67 C -1.5045 1.2890 -1.0981
68 H -1.4094 -0.8608 -1.1246
69 H -3.3511 3.1101 1.0795
70 H -2.9992 4.8143 -2.8489
71 H -2.3007 4.5590 -0.4563

Output
Kohn-Sham gap, Eh: 0.2817
Charge: +4
Relative energy (zero: lowest compared OMol25 entry of this formula, charge and spin), kJ/mol: 142.3

***

The following is a DFT calculation (wB97M-V/def2-TZVPD) of a 5-piece molecular cluster, C20H43O17PS4 overall at a distorted geometry.

Cartesian coordinates (Å):
1 C -2.1002 -2.4987 3.1979
2 H -1.8645 -1.2630 4.9404
3 O 3.4526 -1.9106 -1.4969
4 O -4.6483 3.3814 -4.3468
5 H 1.6606 0.3549 0.9065
6 S -5.2029 -0.1453 -1.4025
7 O -3.4931 3.2737 -6.4758
8 C 4.5015 -2.1416 -2.4409
9 P -0.7867 0.1410 -1.5304
10 H 1.7275 -2.2086 3.1568
11 H 2.1536 1.5809 3.0149
12 H 5.5276 1.3944 2.1965
13 S 4.0073 -2.1952 -0.0079
14 C -0.0105 1.6550 2.7034
15 C -1.9193 -2.5140 0.6661
16 H -1.0100 0.7574 -0.2767
17 C -1.0040 -2.6027 -0.6016
18 C -6.5615 -0.0178 -3.4869
19 H -3.0485 0.2796 3.7675
20 H 0.0632 -2.4580 -0.3652
21 H 6.7048 0.4723 1.2352
22 H -8.3295 0.7162 -2.4587
23 H 0.7931 -0.8900 1.8257
24 H -0.1770 -2.7737 2.0572
25 H 3.2468 -1.6906 3.9556
26 H -1.6656 2.8000 -5.6000
27 H -3.1214 -2.3200 2.8082
28 H -6.5630 0.4691 -4.4604
29 O 2.8896 -0.7549 2.1294
30 H -1.8413 2.2497 3.6654
31 C 1.6273 -0.1602 1.8900
32 C -7.2477 0.8178 -2.4318
33 H 1.2947 0.3838 4.0211
34 C -1.1720 1.3617 3.6919
35 O -5.2194 -0.1905 -3.0137
36 C -1.5612 -1.5571 -1.6447
37 O 7.4798 1.5857 2.8117
38 O 5.3522 -2.9835 -0.4304
39 H -0.4085 -1.2470 3.9549
40 H -2.1896 -1.4451 0.7791
41 O -5.0761 -1.4686 -0.9127
42 H 4.8578 -4.2292 -1.9857
43 O -5.7990 2.4400 -6.3148
44 H 5.8361 2.8102 0.2429
45 O 6.9619 3.7015 1.7482
46 C 5.3311 -3.2564 -1.8339
47 C -1.5159 -1.2275 3.8846
48 H -7.0219 -1.0047 -3.5728
49 C 1.3086 0.8620 3.0284
50 C -2.5586 3.3856 -5.3982
51 H 6.3434 -3.2813 -2.2306
52 S 7.7520 3.1554 3.0434
53 H 7.5870 2.4944 0.2117
54 H 0.6195 0.1049 -1.7077
55 C -2.0470 0.1258 3.3151
56 H -1.0974 -3.6390 -0.9942
57 O -6.7243 0.3355 -1.1904
58 H 0.2450 2.7276 2.8261
59 C 6.7117 2.6118 0.8560
60 H -2.6559 -1.4491 -1.3841
61 H 4.0911 -2.4099 -3.4113
62 H -1.3118 -4.1303 1.9953
63 S -4.9816 3.5298 -5.9180
64 C -3.3106 2.8922 -4.1827
65 C 2.7784 -1.9103 2.9718
66 H 3.3391 -2.7300 2.5165
67 C -1.2487 -3.0214 1.9764
68 H -6.9800 1.8730 -2.5260
69 C 6.5269 1.4095 1.7563
70 O 9.1359 3.3963 2.8602
71 O 4.3866 -0.9538 0.5716
72 H -1.5219 -1.9717 -2.6646
73 H -0.3116 1.5360 1.6448
74 H 5.0827 -1.2207 -2.5344
75 H -2.1830 0.1365 2.2193
76 H -2.8675 -3.0712 0.5477
77 H -2.2860 4.4389 -5.2956
78 O -4.3442 0.9093 -0.9981
79 O 3.1311 -3.1106 0.6168
80 H -2.1797 -3.3049 3.9482
81 H -2.8820 3.2626 -3.2549
82 H -0.8351 1.2910 4.7461
83 O -5.3308 4.8781 -6.1683
84 H -3.3463 1.8012 -4.1529
85 O 7.0541 3.5752 4.2005

Output
Kohn-Sham gap, Eh: 0.3086
SMILES string: COCCCCCCCCCCCP.O=S1(=O)OCCO1.O=S1(=O)OCCO1.O=S1(=O)OCCO1.O=S1(=O)OCCO1

***

The following is a DFT calculation (wB97M-V/def2-TZVPD) of C20H44BKN3O3PSi2Te as an isolated structure at a distorted geometry.

Cartesian coordinates (Å):
1 H 0.9240 -4.5008 5.1019
2 H 3.3197 -5.4658 -3.2842
3 H -1.3828 -0.8687 4.8930
4 Te -1.1997 2.7131 -0.1663
5 H -5.2136 3.6141 2.2921
6 O 0.0496 -0.0256 2.6482
7 N 1.2889 -3.0752 -1.2093
8 H 2.2531 -3.7954 3.1076
9 H 1.7181 -5.0228 -2.6654
10 H -3.3839 1.5192 -1.0651
11 C 4.8197 -1.9711 -0.2388
12 C 0.4193 5.6898 -1.7443
13 H -2.2420 1.8293 3.0658
14 H -6.0852 0.8398 0.2525
15 B 1.0377 -0.0848 1.6025
16 C 2.4804 -4.7710 -3.4006
17 O 1.7053 -1.3670 1.8148
18 H -5.1698 3.7239 0.5285
19 C -3.1482 1.2343 2.9273
20 C -2.8853 1.3913 -0.1013
21 C 0.1374 -1.1596 3.4075
22 H 0.9361 6.6529 -1.6977
23 H 0.9567 4.9947 -1.0920
24 H 0.2848 -3.5471 0.5575
25 H 0.9461 -4.9573 -0.2968
26 H 3.6075 -3.0832 -5.2007
27 C -0.3061 -2.7458 5.1103
28 H 4.3934 -0.9739 -0.2414
29 K 1.8367 0.5253 -0.7882
30 H 2.0077 -3.8397 0.6038
31 Si -1.3580 5.8675 -1.2192
32 C 1.4533 -3.1760 3.4942
33 C -2.2260 7.0624 -2.3486
34 C -0.6055 -1.5178 4.5097
35 P 2.7036 -2.5444 -1.8382
36 C 0.7061 -3.5598 4.6137
37 H 5.0851 -2.2190 0.7906
38 H 4.8497 -3.5834 -4.0419
39 H -2.4801 6.6224 0.8465
40 N 3.8569 -2.9485 -0.7312
41 H 2.0528 -4.9296 -4.3936
42 C 4.3452 -4.3186 -0.6860
43 C 1.1299 -3.9091 -0.0293
44 H -2.2122 3.8391 -2.3695
45 H -0.9425 7.4656 0.6095
46 C -4.5839 3.4525 1.4118
47 C 3.9478 -2.9731 -4.1685
48 C 1.1380 -1.9698 2.9115
49 Si -4.0251 1.6786 1.3583
50 H -2.8427 0.1840 2.9150
51 H -0.3662 -3.8089 -2.3098
52 O 2.7138 -1.0759 -2.1288
53 H -2.1789 6.7318 -3.3903
54 H 5.7320 -1.9634 -0.8451
55 C 0.0658 -2.8593 -1.9753
56 H -2.4740 0.3782 -0.0711
57 H -3.2128 4.2624 -0.9663
58 H -0.6722 -2.3452 -1.3547
59 H -3.7278 4.1293 1.4856
60 H -0.8673 -3.0620 5.9798
61 H -1.7653 8.0535 -2.2885
62 H 0.4916 5.3139 -2.7692
63 N 2.8919 -3.3847 -3.2505
64 H -5.2300 -0.4666 1.0872
65 C -1.4413 6.4954 0.5257
66 C -2.1878 4.1989 -1.3393
67 H -0.9596 5.8021 1.2198
68 H -3.8047 1.3922 3.7890
69 H 4.5939 -4.5859 0.3434
70 H 0.2642 -2.2478 -2.8543
71 C -5.5195 0.5863 1.1536
72 H -6.1887 0.6947 2.0130
73 H -3.2799 7.1648 -2.0738
74 H 4.1972 -1.9274 -4.0050
75 H 5.2415 -4.4534 -1.3029
76 H 3.5861 -5.0191 -1.0281

Output
Kohn-Sham gap, Eh: 0.2298
Relative energy (zero: lowest compared OMol25 entry of this formula, charge and spin), kJ/mol: 81.4

***

The following is a DFT calculation (wB97M-V/def2-TZVPD) of a 3-piece molecular cluster, C20H44BrN2 overall at a distorted geometry.

Cartesian coordinates (Å):
1 H -0.3193 -3.4162 0.2897
2 H 3.0108 5.6417 -1.4815
3 H 4.0404 -1.1929 3.9536
4 C 1.2351 -3.8613 1.6047
5 N -1.4096 1.6002 -2.4175
6 C -1.6238 -2.3071 2.4799
7 H -0.5979 -1.3064 -3.5296
8 H 1.7002 3.7658 -0.5801
9 H 0.8298 -5.5813 0.4439
10 C 3.2872 -0.5377 4.3912
11 H 3.0030 4.2463 -2.6146
12 H -2.8354 -0.4841 2.8883
13 C -1.1865 -0.4289 -3.7972
14 H 0.5885 -1.7384 3.6074
15 H -0.8399 0.3423 1.2274
16 H 3.7928 -0.0523 5.2260
17 H 2.4686 -1.1524 4.7657
18 H -1.8411 -3.2757 2.0296
19 C 0.3682 -2.8004 0.8697
20 C -0.5495 0.9671 -3.5091
21 C 2.4014 5.0199 -2.1374
22 H -1.4448 -2.6134 3.5106
23 H -3.3412 -0.3719 -3.0634
24 H 0.5770 -4.1765 2.4145
25 H 2.2491 -4.6831 -0.2055
26 H 1.0344 3.0337 -2.8901
27 H -2.6242 0.8212 -0.8972
28 C 1.2742 4.4592 -1.3052
29 C 2.6090 0.4460 3.4147
30 H 1.0062 -2.2526 0.1762
31 H -2.2178 -1.6728 -2.3823
32 C -2.3445 -0.6426 -2.7150
33 C 0.5480 -1.0378 2.7734
34 H 2.0408 5.5890 -2.9943
35 H 0.1296 1.8856 -0.9435
36 H 1.7143 0.2286 1.3936
37 C -2.6770 2.3151 -2.8675
38 H -3.1242 -0.1053 0.6138
39 H -3.7381 -1.8874 2.3079
40 C 1.8637 -0.3671 2.2941
41 H -1.2802 2.9514 -0.7820
42 H -2.5729 -1.8865 0.1595
43 C -2.5284 -1.0004 0.7926
44 Br 1.2219 -0.4289 -1.3023
45 C -1.0549 -0.6373 0.8006
46 H 0.4461 0.6695 -3.1798
47 H -1.5612 -0.5355 -4.8152
48 H 0.8035 5.3455 -0.8797
49 H 3.4474 0.9030 2.8891
50 N -0.3907 -1.7195 1.7120
51 H -1.0631 0.0388 -1.0696
52 H -0.4024 1.6337 -4.3588
53 H -3.2519 1.8805 -3.6852
54 H -0.4804 -0.6198 -0.1255
55 C -0.5514 2.5441 -1.4827
56 C 0.3236 3.6029 -2.2909
57 H 2.0287 1.1863 3.9653
58 H -2.2473 3.1983 -3.3402
59 H 2.0699 -3.3248 2.0558
60 H -0.1366 -0.3570 3.2792
61 C -1.9187 0.4218 -1.6258
62 H 2.3345 -5.7143 1.2708
63 H -0.2862 4.2555 -2.9157
64 C -2.7859 -1.3609 2.2427
65 H -3.2918 2.7023 -2.0550
66 C 1.7287 -5.0170 0.6921
67 H 2.3422 -1.1485 1.7037

Output
Kohn-Sham gap, Eh: 0.3249
Charge: +1
Relative energy (zero: lowest compared OMol25 entry of this formula, charge and spin), kJ/mol: 241.2

***

The following is a DFT calculation (wB97M-V/def2-TZVPD) of a 12-piece molecular cluster, C20H44Cl24O16P4 overall at a distorted geometry.

Cartesian coordinates (Å):
1 Cl 2.5635 9.0381 -27.8217
2 Cl 0.3209 14.9286 -26.0526
3 C -1.1064 13.8777 -26.1258
4 H 4.5636 12.4470 -18.2631
5 H 0.7998 5.4035 -21.2616
6 C 2.6809 14.4503 -21.2265
7 H -6.1150 14.7954 -24.2212
8 H -4.7404 11.5390 -20.9782
9 H 1.6374 10.6987 -22.5659
10 O 0.7186 9.1042 -25.3197
11 O -4.8531 13.7121 -23.1405
12 H -1.7671 15.7676 -21.4627
13 H 1.7583 1.6940 -17.7780
14 O 1.8727 14.0806 -20.1127
15 H -2.9431 4.6327 -17.2146
16 H 2.9935 9.6060 -21.9802
17 Cl 2.7079 12.7717 -24.1301
18 Cl -2.4093 14.7788 -26.8994
19 H -3.3013 11.6839 -19.9044
20 C -2.1438 7.8771 -27.3892
21 H -0.2239 11.6754 -21.3166
22 C 3.9460 11.5780 -18.0750
23 Cl -1.4381 6.6817 -28.4928
24 H -1.3021 8.1650 -26.7682
25 H -3.2941 4.4647 -18.9268
26 H 2.3877 10.9850 -25.6450
27 H -2.7985 10.2130 -23.3497
28 H 3.2422 13.5434 -21.4378
29 Cl 5.4244 4.8591 -20.6607
30 Cl -0.7441 12.4091 -27.0525
31 C -5.2552 14.1606 -24.4403
32 H -1.2344 14.5930 -16.8701
33 P -3.4243 13.9770 -22.4922
34 Cl 2.6346 6.1973 -27.3301
35 Cl -2.7590 9.2725 -28.2498
36 H 3.2953 15.3314 -21.0201
37 H -1.7177 11.3839 -24.0756
38 O -0.5579 7.4208 -23.8274
39 H -5.6016 13.3271 -25.0582
40 O 0.1914 16.0512 -20.2500
41 C -0.1549 6.2626 -24.5866
42 H 2.1184 14.7740 -22.1107
43 P -0.1226 3.4254 -18.7147
44 Cl -0.5107 3.3071 -26.8129
45 H -2.6270 16.0091 -19.9234
46 H -0.0829 3.8903 -21.2656
47 O 0.4657 3.2669 -17.2706
48 H -3.0162 16.9746 -21.3857
49 H -4.4502 12.9680 -19.9637
50 C 1.9260 9.7360 -22.1471
51 H -4.5535 14.6594 -25.1090
52 H 0.8085 6.3417 -25.0833
53 Cl 3.0660 11.3046 -19.5408
54 C 3.5386 7.5760 -28.0162
55 Cl 0.0630 2.8691 -23.9516
56 H 1.9060 2.2089 -16.1371
57 Cl 6.2042 6.6372 -18.5577
58 C -3.9733 12.2099 -20.5887
59 C -2.7282 15.9967 -21.0039
60 O -0.7573 9.8028 -23.3101
61 H 3.6380 7.3943 -29.0758
62 H -2.6649 3.1026 -17.9925
63 C -2.5923 4.1836 -18.1438
64 Cl 4.6901 10.7571 -24.8114
65 O -3.1401 12.6545 -21.6597
66 C -1.9118 10.3087 -23.9650
67 H 0.4942 1.2615 -16.7320
68 H 1.4967 9.6784 -21.1346
69 H -1.2865 13.5373 -25.1167
70 H -3.1380 8.4500 -21.9115
71 O -1.2601 4.5090 -18.4557
72 H -1.5623 11.9201 -20.1788
73 H 3.9992 5.9638 -19.1263
74 O -0.5789 13.6273 -20.5837
75 C -2.8023 8.0937 -20.9459
76 Cl 3.7056 12.4925 -26.8598
77 C -0.5459 12.2131 -20.4257
78 Cl 5.0691 7.7361 -27.1392
79 Cl 4.3685 7.5765 -20.7105
80 C -1.0834 14.0087 -17.7904
81 Cl -4.1405 8.2321 -19.8284
82 Cl -3.3983 7.0943 -26.3822
83 O 0.1853 14.3307 -18.3220
84 C 1.1789 2.0861 -16.9326
85 C 3.2325 11.6082 -25.3768
86 H 1.6735 3.8764 -21.4211
87 O 1.3253 8.6181 -22.8087
88 P 0.3918 14.6619 -19.8643
89 H -1.1956 12.9503 -17.5803
90 H -1.9212 14.4763 -18.3265
91 O -3.7640 15.0675 -21.3755
92 O 0.9394 4.3379 -19.5015
93 C 0.8383 4.3672 -20.9184
94 O -0.5514 2.1821 -19.3530
95 C 4.8769 6.2307 -19.6977
96 H 0.1238 11.9121 -19.6151
97 Cl 0.5972 0.8117 -25.9631
98 H -1.4664 1.8337 -25.3002
99 Cl 2.8972 11.9931 -16.7147
100 Cl -1.4090 9.0527 -20.4799
101 H -0.9387 5.9634 -25.2816
102 P 0.2562 8.7670 -23.9673
103 Cl -2.3933 6.3802 -21.1901
104 H -0.1834 5.4577 -23.8522
105 C -0.4510 2.1623 -25.4761
106 H -2.0563 10.0458 -25.0164
107 O -2.3470 14.3378 -23.4239
108 Cl 5.0016 10.2034 -17.6707

Output
Kohn-Sham gap, Eh: 0.3993
SMILES string: COP(=O)(OC)OC.COP(=O)(OC)OC.COP(=O)(OC)OC.COP(=O)(OC)OC.ClC(Cl)Cl.ClC(Cl)Cl.ClC(Cl)Cl.ClC(Cl)Cl.ClC(Cl)Cl.ClC(Cl)Cl.ClC(Cl)Cl.ClC(Cl)Cl
Relative energy (zero: lowest compared OMol25 entry of this formula, charge and spin), kJ/mol: 0.0